## one
A cluster of 7 separate species, C28H42O21 in total. Source: the Open Molecules 2025 dataset; level of theory: ωB97M-V with the def2-TZVPD basis set.

Summary:
E_HOMO (Eh): -0.378
Multiplicity: 1
Frontier orbital gap (eV): 10.510

Geometry as XYZ:
```
91
C28H42O21, DFT ωB97M-V with the def2-TZVPD basis set
C -6.83 -4.49 7.68
C -6.55 -2.97 7.56
C -5.08 -2.54 7.50
O -5.10 -1.55 6.44
C -6.32 -1.65 5.78
O -6.49 -1.06 4.70
O -7.15 -2.55 6.29
H -6.38 -4.92 8.58
H -6.50 -5.03 6.80
H -7.89 -4.62 7.91
H -7.01 -2.43 8.39
H -4.32 -3.29 7.31
H -4.86 -2.05 8.45
C 5.84 -0.74 -9.01
C 6.39 -1.46 -7.79
C 7.42 -0.72 -6.96
O 6.85 -0.47 -5.70
C 5.72 -1.13 -5.65
O 5.14 -1.31 -4.62
O 5.42 -1.67 -6.80
H 4.99 -1.20 -9.50
H 6.38 -0.84 -9.95
H 5.58 0.30 -8.79
H 6.76 -2.40 -8.18
H 7.77 0.14 -7.53
H 8.33 -1.29 -6.75
C 4.45 2.65 0.28
C 5.53 2.48 -0.80
C 6.04 3.70 -1.44
O 7.38 3.42 -1.74
C 7.75 2.39 -1.12
O 8.87 1.85 -1.24
O 6.74 1.88 -0.43
H 4.36 1.63 0.64
H 3.47 2.99 -0.06
H 4.80 3.30 1.08
H 5.28 1.74 -1.56
H 5.85 4.46 -0.68
H 5.40 3.91 -2.29
C -3.04 5.50 7.62
C -4.02 4.67 6.80
C -4.56 5.24 5.56
O -4.05 4.41 4.50
C -3.30 3.46 5.05
O -2.56 2.69 4.47
O -3.51 3.42 6.40
H -3.49 6.41 8.00
H -2.06 5.71 7.21
H -2.82 4.83 8.45
H -4.84 4.30 7.41
H -4.33 6.29 5.43
H -5.65 5.20 5.59
C -4.84 2.93 -2.10
C -4.31 4.14 -2.95
C -2.81 4.23 -3.32
O -2.61 3.75 -4.57
C -3.81 3.76 -5.17
O -3.92 3.53 -6.34
O -4.82 3.85 -4.26
H -4.35 1.98 -2.26
H -5.89 2.72 -2.29
H -4.73 3.26 -1.07
H -4.67 5.11 -2.61
H -2.21 3.67 -2.60
H -2.54 5.28 -3.40
C 2.49 -5.60 -1.39
C 3.02 -5.68 -2.80
C 4.48 -5.79 -3.04
O 4.60 -7.10 -3.59
C 3.39 -7.60 -3.95
O 3.12 -8.69 -4.21
O 2.47 -6.81 -3.46
H 2.99 -4.77 -0.88
H 2.79 -6.53 -0.90
H 1.42 -5.43 -1.48
H 2.84 -4.78 -3.39
H 5.04 -5.87 -2.11
H 4.83 -4.93 -3.61
C -3.25 -1.56 0.32
C -1.99 -0.72 0.68
C -1.08 -1.37 1.73
O 0.12 -1.45 1.03
C 0.11 -0.86 -0.17
O 1.09 -0.70 -0.90
O -1.17 -0.56 -0.50
H -2.99 -2.60 0.17
H -3.68 -1.13 -0.58
H -3.97 -1.52 1.13
H -2.31 0.28 0.95
H -1.53 -2.30 2.08
H -1.11 -0.70 2.59
```


## two
A cluster of 7 separate species, C28H42O21 in total. Source: the Open Molecules 2025 dataset; level of theory: ωB97M-V with the def2-TZVPD basis set.

Summary:
E_HOMO (Eh): -0.389
Multiplicity: 1
Frontier orbital gap (eV): 10.864

Geometry as XYZ:
```
91
C28H42O21, DFT ωB97M-V with the def2-TZVPD basis set
C -1.94 10.20 4.34
C -2.19 9.23 3.15
C -1.55 7.80 3.32
O -2.58 6.90 3.21
C -3.74 7.59 3.01
O -4.80 7.07 2.80
O -3.54 8.92 3.04
H -0.90 10.54 4.38
H -2.31 9.65 5.21
H -2.58 11.06 4.20
H -1.74 9.53 2.20
H -1.11 7.65 4.31
H -0.72 7.56 2.66
C 7.61 -1.07 4.25
C 7.09 -1.77 5.54
C 5.94 -1.02 6.26
O 4.83 -1.86 6.23
C 5.09 -2.99 5.66
O 4.29 -3.91 5.47
O 6.34 -2.89 5.16
H 6.75 -0.81 3.63
H 8.28 -1.64 3.60
H 8.27 -0.21 4.39
H 7.86 -2.05 6.26
H 5.61 -0.06 5.85
H 6.28 -0.85 7.28
C 0.26 -3.65 -1.45
C 0.83 -2.27 -1.66
C -0.24 -1.25 -2.06
O 0.31 -0.06 -1.43
C 1.02 -0.43 -0.30
O 1.50 0.34 0.53
O 1.24 -1.76 -0.40
H 1.06 -4.22 -0.99
H 0.06 -4.12 -2.41
H -0.65 -3.71 -0.84
H 1.66 -2.29 -2.36
H -1.18 -1.52 -1.59
H -0.51 -1.16 -3.11
C -0.99 6.09 -6.76
C -2.36 6.49 -6.28
C -2.53 6.31 -4.78
O -3.15 7.49 -4.33
C -3.11 8.36 -5.35
O -3.71 9.43 -5.33
O -2.46 7.89 -6.37
H -0.86 6.42 -7.79
H -0.81 5.02 -6.69
H -0.27 6.64 -6.14
H -3.21 5.95 -6.70
H -1.57 6.10 -4.29
H -3.17 5.44 -4.62
C -8.90 -6.61 -7.31
C -8.68 -5.49 -6.37
C -7.70 -5.81 -5.25
O -6.77 -4.76 -5.21
C -6.98 -3.98 -6.27
O -6.44 -2.94 -6.59
O -7.92 -4.51 -7.02
H -9.52 -7.43 -6.94
H -7.96 -6.89 -7.79
H -9.54 -6.23 -8.10
H -9.60 -5.08 -5.95
H -7.23 -6.78 -5.41
H -8.15 -5.70 -4.26
C 4.62 -8.14 -5.73
C 5.23 -9.51 -5.91
C 4.50 -10.60 -5.14
O 4.44 -11.57 -6.10
C 4.87 -11.24 -7.32
O 4.93 -11.97 -8.31
O 5.22 -10.00 -7.25
H 5.10 -7.43 -6.41
H 4.67 -7.71 -4.73
H 3.61 -8.08 -6.12
H 6.25 -9.51 -5.54
H 3.51 -10.32 -4.77
H 5.26 -10.96 -4.46
C 2.43 3.43 11.26
C 1.16 3.87 10.64
C 0.47 2.93 9.60
O -0.89 3.11 9.88
C -1.03 3.80 11.02
O -2.11 4.07 11.49
O 0.12 3.99 11.59
H 2.94 4.26 11.77
H 3.15 3.13 10.50
H 2.31 2.56 11.90
H 1.33 4.88 10.26
H 0.86 1.94 9.84
H 0.73 3.22 8.58
```


The data favor two; the next most stable structure lies 1.063 eV above it.


## one
An isolated molecule of C20H18N2O4S. Source: the Open Molecules 2025 dataset; level of theory: ωB97M-V with the def2-TZVPD basis set.

Summary:
E_HOMO (Eh): -0.308
Multiplicity: 1
Frontier orbital gap (eV): 8.066

Geometry as XYZ:
```
45
C20H18N2O4S, DFT ωB97M-V with the def2-TZVPD basis set
C -0.72 -2.69 1.41
C -0.66 -2.20 -0.01
O -1.66 -2.08 -0.68
C 0.68 -1.84 -0.55
C 1.79 -1.65 0.26
C 2.98 -1.19 -0.28
C 3.09 -0.99 -1.65
C 2.00 -1.21 -2.47
C 0.79 -1.61 -1.92
H -0.08 -1.75 -2.54
H 2.08 -1.06 -3.53
H 4.03 -0.63 -2.05
N 4.06 -0.84 0.54
S 4.45 0.82 0.52
O 5.21 1.11 -0.65
O 5.01 1.09 1.81
C 2.80 1.49 0.34
C 2.39 1.94 -0.90
C 1.04 2.13 -1.14
C 0.10 1.82 -0.15
C 0.55 1.43 1.11
C 1.89 1.26 1.36
H 2.26 0.94 2.32
H -0.18 1.23 1.89
C -1.31 1.86 -0.45
C -2.05 2.47 -1.43
N -3.36 2.15 -1.26
C -3.39 1.37 -0.21
C -4.57 0.72 0.33
C -4.53 0.16 1.73
C -4.53 -0.77 0.57
H -3.61 -1.29 0.31
H -5.43 -1.33 0.35
H -3.62 0.29 2.29
H -5.43 0.24 2.32
H -5.49 1.15 -0.04
O -2.18 1.17 0.34
H -1.74 3.11 -2.22
H 0.71 2.45 -2.11
H 3.13 2.12 -1.66
H 3.98 -1.14 1.50
H 1.73 -1.81 1.33
H -0.49 -1.87 2.09
H 0.01 -3.49 1.58
H -1.72 -3.06 1.63
```


## two
An isolated molecule of C20H18N2O4S. Source: the Open Molecules 2025 dataset; level of theory: ωB97M-V with the def2-TZVPD basis set.

Summary:
E_HOMO (Eh): -0.299
Multiplicity: 1
Frontier orbital gap (eV): 8.648

Geometry as XYZ:
```
45
C20H18N2O4S, DFT ωB97M-V with the def2-TZVPD basis set
C -3.34 1.24 2.10
C -2.03 1.18 2.28
C -1.16 0.13 1.65
N -0.40 0.71 0.56
C -0.88 0.61 -0.71
N -1.93 -0.03 -0.99
C -2.42 -0.78 -1.98
O -3.57 -0.80 -2.35
C -1.43 -1.86 -2.54
C -1.70 -3.18 -1.80
H -1.12 -3.98 -2.29
O -1.34 -3.09 -0.44
C -0.11 -2.53 -0.24
C 0.51 -2.69 0.99
C 1.76 -2.13 1.22
C 2.40 -1.42 0.22
C 1.79 -1.25 -1.00
C 0.52 -1.77 -1.24
O -0.07 -1.51 -2.44
H 2.26 -0.69 -1.80
H 3.38 -1.00 0.39
H 2.22 -2.26 2.19
H 0.00 -3.26 1.74
H -2.76 -3.42 -1.83
H -1.65 -1.97 -3.60
S 0.08 1.58 -1.83
C 1.14 2.05 -0.53
C 2.27 2.86 -0.64
C 3.00 3.09 0.50
C 2.63 2.53 1.72
C 1.51 1.72 1.84
C 0.74 1.49 0.68
O 1.11 1.13 3.00
C 1.89 1.32 4.16
H 1.39 0.75 4.94
H 2.90 0.93 4.02
H 1.93 2.37 4.45
H 3.24 2.72 2.58
H 3.88 3.71 0.46
H 2.54 3.28 -1.59
H -0.47 -0.29 2.38
H -1.78 -0.66 1.23
H -1.51 1.92 2.87
H -3.94 2.02 2.55
H -3.86 0.52 1.50
```


The data favor two; the next most stable structure lies 0.070 eV above it.